13
Properties=species:S:1:pos:R:3:forces:R:3 method="wB97M-V/def2-TZVPD" spin_multiplicity=3 s_squared=2.01 e_homo_ev="-12.1 / -12.0" e_tot_ha=-541.10530 lumo_ev="-3.35 / -7.83" charge=+1 e_above_lowest_kj_mol=85.1 max_force_ev_per_a=1.07
O 0.34108 0.99074 -1.12502 -0.1 -0.5 0.6
C 1.05716 1.42078 -0.06434 0.1 0.8 -0.6
C 0.63298 0.81191 1.24316 0.6 0.3 0.3
O 0.58624 1.40860 2.30943 -0.2 -0.6 0.2
Li -0.77068 -0.18338 -1.72693 0.2 0.2 -0.1
H 2.16287 1.22581 -0.14300 -0.4 -0.1 0.2
H 0.39198 -0.27316 1.21779 -0.2 0.3 0.2
Hg 1.15600 3.54778 3.55888 -0.1 -0.4 -0.5
H 0.97324 2.52304 0.12303 0.1 -0.3 -0.2
O -0.47242 -4.07476 -1.02275 -0.4 0.6 -0.4
C -1.88777 -2.10253 -1.49350 -0.1 0.1 -0.2
C -1.19502 -3.21307 -1.28349 0.2 -0.4 0.5
H -2.97567 -2.08176 -1.59326 0.4 -0.2 0.0

=====

42
Properties=species:S:1:pos:R:3:forces:R:3 method="wB97M-V/def2-TZVPD" e_homo_ev=-10.7 e_tot_ha=-1070.14244 lumo_ev=-0.18 charge=0 e_above_lowest_kj_mol=153.7 max_force_ev_per_a=2.81
O -0.63708 -2.52369 -0.63788 -0.4 1.1 0.2
H 0.29713 -2.31854 -0.80322 0.3 -0.2 -0.2
H -0.77372 -3.43151 -0.85015 -0.2 -1.0 -0.4
O 1.82074 -1.80715 -1.37252 -1.0 -1.3 0.3
H 2.58351 -2.32704 -1.16101 0.4 -1.2 0.9
H 2.28239 -1.08666 -1.73528 0.6 2.5 -1.0
O 0.97401 -3.38392 1.58300 1.6 0.6 1.2
H 0.87491 -2.43011 1.81683 0.3 -0.7 0.1
H 0.27229 -3.53693 0.99979 -1.6 -0.4 -1.2
O -2.98647 2.69419 1.54632 0.8 -0.3 1.1
H -2.56054 1.82631 1.46974 -0.2 0.2 0.3
H -3.28489 2.81461 0.66324 -0.5 0.3 -0.9
O -1.49274 1.63929 -0.89289 -0.6 1.0 -0.9
H -1.52181 0.89510 -1.52501 -0.1 0.0 -0.5
H -1.62294 2.44941 -1.45721 0.6 -1.1 1.0
O 0.42954 0.22980 0.30109 0.2 -0.5 0.1
H 0.81992 -0.37310 -0.34748 0.2 0.1 0.1
H -0.29915 0.71917 -0.10386 -0.1 0.5 -0.2
O 3.35728 0.44687 -1.45748 -0.2 -0.7 0.2
H 3.36113 1.16072 -2.08448 0.2 0.6 -0.4
H 4.23791 0.06377 -1.47156 0.2 0.1 0.1
O 3.31379 -0.24433 1.68586 -0.2 0.6 -0.4
H 2.62843 0.38239 1.42853 0.6 0.9 -0.9
H 2.69925 -0.76053 2.18247 -0.2 -1.5 1.1
O -4.20667 1.18200 -0.57995 1.3 -0.4 -0.3
H -3.20286 1.08974 -0.61360 -1.8 0.3 0.2
H -4.38676 2.08669 -0.84884 -0.1 0.0 -0.2
O -2.62597 -1.00636 0.73847 -0.3 -0.3 -0.4
H -3.37614 -1.53326 0.34954 1.6 0.7 0.5
H -1.74333 -1.37145 0.49178 -1.3 -0.3 0.0
O 1.82340 2.39806 1.54479 -0.3 -0.5 1.0
H 2.32645 2.30616 2.36265 0.5 0.4 -0.1
H 1.09428 1.80151 1.76738 -0.3 0.2 -0.3
O 1.26818 2.69287 -1.11588 -0.1 1.8 -0.1
H 1.36908 2.36659 -0.22591 0.4 -0.1 0.5
H 1.29226 1.95249 -1.67909 -0.1 -1.4 -0.9
O -1.48271 -0.53223 -2.60767 1.4 0.1 1.1
H -2.34960 -0.71366 -2.91283 -1.4 -0.2 -0.5
H -1.34533 -1.15101 -1.85630 0.0 -0.1 -0.5
O 0.59732 -0.93240 2.59458 -0.2 0.1 0.2
H -0.18239 -1.27971 3.06083 0.3 0.5 -0.4
H 0.35789 -0.45415 1.75319 -0.3 -0.4 0.7

=====

54
Properties=species:S:1:pos:R:3:forces:R:3 method="wB97M-V/def2-TZVPD" spin_multiplicity=2 s_squared=0.76 e_homo_ev="-2.6 / -4.3" e_tot_ha=-3372.69455 lumo_ev="2.66 / 2.66" charge=-1 e_above_lowest_kj_mol=3.6 max_force_ev_per_a=0.46
Fe -0.03888 0.04822 1.17718 0.0 0.4 0.3
N -0.96302 -1.22129 5.20399 0.0 0.1 0.0
C -0.75062 -0.68370 3.96454 0.1 -0.1 0.0
S 0.44310 -1.39730 2.95726 0.0 -0.1 0.1
N -1.53194 0.33047 3.65644 -0.1 0.1 0.2
N -1.31690 0.77124 2.39543 0.0 0.0 -0.2
C -1.93919 1.83521 2.01361 -0.1 -0.1 0.3
C -1.62977 2.29684 0.68583 0.1 0.0 -0.3
C -2.24879 3.38854 0.07922 0.0 -0.1 0.0
C -1.87840 3.74116 -1.20361 0.0 0.0 0.0
C -0.90969 2.99116 -1.85432 0.0 0.0 -0.1
C -0.34578 1.91677 -1.19101 0.0 -0.1 0.0
N -0.67962 1.57605 0.05067 -0.1 0.0 0.0
H -0.22986 -1.79787 5.57492 0.0 0.0 0.0
H -1.48421 -0.64863 5.84727 0.0 0.0 0.0
H -2.63188 2.35583 2.66565 0.0 0.0 0.0
H -3.00760 3.93939 0.61913 0.0 0.0 0.0
H -2.33969 4.58940 -1.69377 0.0 0.0 0.0
H -0.58112 3.23170 -2.85540 0.0 0.0 0.0
H 0.40075 1.29663 -1.66725 0.0 0.0 0.0
C -2.47708 -3.14653 -0.54878 0.0 0.0 0.0
C -2.50092 -1.84493 0.26812 0.0 0.2 0.0
C -2.87008 -2.19035 1.71019 0.0 0.0 0.1
C -3.60213 -0.92943 -0.30892 -0.1 -0.1 0.0
C -1.17188 -1.13794 0.14051 -0.1 -0.1 -0.1
H -3.44341 -3.66400 -0.50492 0.0 0.0 0.0
H -1.70705 -3.81729 -0.16198 0.0 0.0 0.0
H -2.24681 -2.93801 -1.59674 0.0 0.0 0.0
H -3.83081 -2.71760 1.74216 0.0 0.0 0.0
H -2.95778 -1.29445 2.32804 0.0 0.0 -0.1
H -2.10574 -2.82800 2.15829 0.0 0.0 0.0
H -4.58808 -1.41358 -0.26958 0.0 0.0 0.0
H -3.38564 -0.67725 -1.35021 0.0 0.0 0.0
H -3.65899 0.00248 0.25870 0.0 0.0 0.0
H -0.91273 -1.09372 -0.93324 0.1 0.0 0.0
O 3.57041 2.99251 -1.98240 0.0 0.0 0.0
S 4.00987 1.87990 -1.17756 0.0 0.0 0.0
O 5.24284 2.05299 -0.45327 0.0 0.0 0.0
N 2.82110 1.33910 -0.21735 0.0 0.1 0.0
C 2.39264 0.12581 -0.57464 0.0 -0.1 0.0
O 1.46564 -0.51503 -0.05745 0.2 0.0 -0.3
C 3.13848 -0.45111 -1.74309 0.1 0.0 0.0
C 2.94426 -1.67566 -2.35606 0.0 0.0 0.0
C 3.75502 -1.99440 -3.43805 0.0 0.0 0.0
C 4.72793 -1.10483 -3.88995 0.0 0.0 0.0
C 4.91338 0.12743 -3.27351 0.0 0.0 0.0
C 4.10027 0.42437 -2.19895 0.0 0.0 0.1
H 2.17836 -2.34653 -1.98844 0.0 0.0 0.0
H 3.63246 -2.94571 -3.94051 0.0 0.0 0.0
H 5.34637 -1.37773 -4.73604 0.0 0.0 0.0
H 5.66290 0.82604 -3.62117 0.0 0.0 0.0
O 1.37654 1.38767 2.11357 0.0 0.1 0.1
H 2.04818 1.59377 1.42876 0.0 0.0 -0.1
H 1.79558 0.79220 2.74868 0.0 -0.1 0.0

=====

60
Properties=species:S:1:pos:R:3:forces:R:3 method="wB97M-V/def2-TZVPD" e_homo_ev=-7.2 e_tot_ha=-2100.96682 lumo_ev=0.10 charge=0 max_force_ev_per_a=2.33 smiles="COc1ccc2c(c1)c(C(SC(=S)OC(C)C)c1cn(C)c3ccc(OC)cc13)cn2C"
C -3.92982 -2.57599 -1.16610 0.1 0.2 -0.8
O -3.60546 -2.30166 -2.55129 -0.3 -0.2 0.7
C -2.43701 -1.65226 -2.80565 1.1 0.7 0.7
C -1.98705 -1.63914 -4.15396 0.2 0.0 0.5
C -0.73032 -1.13443 -4.48384 -0.4 0.1 0.1
C 0.00117 -0.50916 -3.47380 0.1 0.0 0.8
C -0.48495 -0.43099 -2.13068 1.3 0.1 -1.0
C -1.67418 -1.03911 -1.78248 -1.2 -0.8 -0.7
C 0.54826 0.19787 -1.34458 0.5 0.1 -0.1
C 0.50633 0.15480 0.16770 0.1 -2.0 -1.1
S -0.47260 1.28935 1.06695 -0.8 1.3 1.6
C -1.39616 2.14769 -0.11235 -0.9 1.6 -0.7
S -0.85172 3.66090 -0.46588 0.2 -0.5 0.1
O -2.61199 1.64161 -0.43338 0.9 0.8 0.7
C -3.67251 2.64372 -0.57668 -0.4 -0.5 0.0
C -3.57384 3.37241 -1.86984 0.2 0.5 -1.0
C -4.97550 1.87929 -0.52490 -0.2 -0.3 0.1
C 1.81757 -0.04210 0.85753 0.6 -0.4 -0.3
C 2.94211 -0.59718 0.26380 -0.8 0.3 1.1
N 3.82627 -0.98790 1.23614 0.3 0.2 0.0
C 5.03790 -1.73650 0.96192 -0.1 0.0 -0.1
C 3.30573 -0.68492 2.48647 -0.4 -0.1 -0.3
C 3.80193 -1.03007 3.73934 -0.3 0.2 0.1
C 3.03403 -0.73429 4.86559 -0.5 0.3 -0.4
C 1.77782 -0.08747 4.70530 0.5 -0.1 -1.2
O 1.00498 0.27603 5.76483 0.2 -0.1 0.9
C 1.54197 0.06970 7.09587 -0.3 0.1 -0.8
C 1.26623 0.22547 3.41127 0.1 0.1 1.9
C 2.02551 -0.06012 2.29452 1.3 -1.1 -0.6
C 1.58758 0.49937 -2.21789 -1.0 -0.4 0.1
N 1.27448 0.04834 -3.48875 -0.2 0.3 0.3
C 2.17366 0.09315 -4.62474 0.1 0.1 0.0
H -4.85364 -3.14841 -1.22611 0.1 0.0 0.1
H -3.14694 -3.17461 -0.67521 -0.1 0.2 -0.2
H -4.10427 -1.64940 -0.59786 0.1 -0.2 -0.2
H -2.64755 -2.06171 -4.90605 0.2 -0.1 0.1
H -0.32764 -1.22771 -5.49222 -0.3 0.1 0.2
H -1.99573 -1.05168 -0.74215 0.0 0.0 -0.3
H -0.14968 -0.71317 0.40706 1.1 -0.3 -0.5
H -3.60544 3.34947 0.26049 0.3 -0.2 0.0
H -4.41112 4.07898 -1.92768 0.1 -0.2 -0.2
H -2.63157 3.92693 -1.95404 -0.6 -0.2 -0.1
H -3.62650 2.65327 -2.69735 -0.1 0.2 0.1
H -5.80515 2.59388 -0.55568 0.1 -0.1 0.0
H -5.05371 1.20998 -1.39285 0.0 0.2 0.2
H -5.08308 1.27763 0.38074 0.1 0.1 0.0
H 3.14779 -0.77691 -0.78443 0.0 -0.1 0.3
H 5.58077 -1.90875 1.89498 -0.1 0.1 -0.3
H 4.78416 -2.71192 0.51778 0.1 0.2 0.2
H 5.68484 -1.18871 0.25974 -0.2 -0.1 0.3
H 4.75421 -1.54063 3.84235 -0.1 0.1 0.1
H 3.39084 -1.01164 5.85888 -0.1 0.1 -0.4
H 0.75608 0.43724 7.75749 0.2 -0.1 0.0
H 1.73036 -0.99862 7.29031 -0.1 0.3 -0.1
H 2.46691 0.65142 7.24155 -0.3 -0.2 -0.1
H 0.31035 0.73502 3.34394 0.2 -0.2 0.2
H 2.53917 0.98831 -2.03963 -0.2 -0.1 0.0
H 1.67178 -0.34188 -5.49186 0.1 0.1 0.1
H 2.46290 1.12714 -4.85653 -0.1 -0.2 0.0
H 3.09138 -0.47990 -4.42612 -0.3 0.1 0.0

=====

How do the records compare in molecular weight? In the order shown, they have 307.60, 252.21, 505.40, 468.64 u.